[1]
Computed, not measured: a 11-piece molecular cluster, C34H44Cl30O4 overall, with wB97M-V/def2-TZVPD.

The value obtained for the HOMO energy is -9.567 eV. Its LUMO energy is -0.79 eV. Its HOMO-LUMO gap is 0.322 Eh. Its SMILES is C#CCC1=C(CCCCCCOC(C)=O)C(=O)C(CCCCCCC)=CC1=O.ClC(Cl)Cl.ClC(Cl)Cl.ClC(Cl)Cl.ClC(Cl)Cl.ClC(Cl)Cl.ClC(Cl)Cl.ClC(Cl)Cl.ClC(Cl)Cl.ClC(Cl)Cl.ClC(Cl)Cl.

Atoms and positions in Å:
C -2.270 2.452 -1.467
C -1.218 2.632 -0.915
C 0.114 2.815 -0.308
C 0.997 1.613 -0.594
C 0.850 0.440 0.036
C -0.152 0.145 1.123
C -1.387 -0.646 0.674
C -2.176 -1.105 1.914
C -2.698 0.085 2.770
C -4.201 -0.009 3.090
C -4.996 0.024 1.762
O -5.611 -1.258 1.527
C -5.404 -1.731 0.263
C -4.854 -3.131 0.094
O -5.652 -1.059 -0.701
C 1.798 -0.657 -0.406
O 1.390 -1.783 -0.561
C 3.208 -0.214 -0.673
C 4.450 -0.980 -0.267
C 4.430 -2.501 -0.469
C 3.635 -3.265 0.621
C 4.496 -4.191 1.508
C 3.947 -4.150 2.953
C 4.329 -2.891 3.755
C 5.780 -2.417 3.574
C 3.343 0.969 -1.280
C 2.095 1.735 -1.614
O 1.973 2.367 -2.635
H -3.056 2.173 -2.116
H 0.575 3.730 -0.687
H -0.010 2.957 0.769
H 0.372 -0.469 1.872
H -0.411 1.069 1.639
H -1.094 -1.539 0.121
H -2.020 0.025 0.097
H -2.979 -1.793 1.652
H -1.488 -1.660 2.564
H -2.539 0.991 2.169
H -2.079 0.201 3.661
H -4.460 0.846 3.717
H -4.372 -0.960 3.597
H -5.754 0.810 1.809
H -4.309 0.294 0.959
H -4.098 -3.063 -0.688
H -5.628 -3.845 -0.178
H -4.338 -3.449 1.002
H 4.633 -0.804 0.803
H 5.284 -0.515 -0.797
H 4.119 -2.765 -1.482
H 5.473 -2.830 -0.391
H 3.089 -2.528 1.215
H 2.894 -3.888 0.118
H 4.334 -5.219 1.171
H 5.561 -3.966 1.459
H 2.857 -4.119 2.842
H 4.164 -5.069 3.502
H 4.195 -3.124 4.817
H 3.649 -2.055 3.558
H 5.902 -2.055 2.547
H 6.431 -3.295 3.639
H 6.075 -1.646 4.284
H 4.322 1.333 -1.525
Cl 6.444 2.177 2.342
C 5.913 3.425 1.217
Cl 4.563 2.808 0.251
Cl 5.458 4.904 2.068
H 6.736 3.656 0.554
Cl -2.038 4.461 -3.171
C -3.040 5.476 -4.213
Cl -2.144 6.878 -4.811
Cl -3.681 4.525 -5.563
H -3.876 5.838 -3.629
Cl -7.967 -2.404 4.551
C -8.450 -1.103 3.460
Cl -9.809 -1.608 2.454
Cl -8.853 0.356 4.370
H -7.613 -0.880 2.810
Cl -2.702 -2.774 -3.413
C -2.376 -1.112 -3.925
Cl -3.444 -0.625 -5.237
Cl -2.544 0.024 -2.583
H -1.354 -1.065 -4.282
Cl 9.374 -0.597 6.283
C 9.806 -1.792 5.059
Cl 9.192 -3.385 5.503
Cl 9.202 -1.311 3.473
H 10.886 -1.849 5.008
Cl 6.233 1.747 5.693
C 4.596 2.330 5.994
Cl 3.676 2.389 4.491
Cl 3.787 1.307 7.188
H 4.657 3.334 6.395
Cl 0.412 0.467 5.042
C -0.051 0.655 6.733
Cl -1.392 1.791 6.890
Cl -0.466 -0.905 7.443
H 0.799 1.057 7.270
Cl -1.367 1.078 -7.202
C -0.413 0.025 -8.243
Cl -0.150 -1.542 -7.468
Cl -1.194 -0.178 -9.812
H 0.552 0.488 -8.403
Cl -5.087 1.151 -7.413
C -6.606 1.970 -7.058
Cl -7.571 2.172 -8.528
Cl -7.520 1.092 -5.833
H -6.376 2.953 -6.669
Cl -4.048 2.130 -10.397
C -5.242 3.058 -11.299
Cl -5.307 4.724 -10.719
Cl -4.900 3.012 -13.031
H -6.212 2.607 -11.135

Atoms 1-2, force components in eV/Å:
0.78 -0.10 0.80
0.01 0.08 0.11


[2]
Computed, not measured: C34H44IrNO2S2 as an isolated structure, with wB97M-V/def2-TZVPD.

The value obtained for the HOMO energy is -7.665 eV. Its LUMO energy is -2.21 eV. Its HOMO-LUMO gap is 0.200 Eh.

Atoms and positions in Å:
Ir 1.302 -2.338 0.080
C -3.736 0.839 3.051
C -2.555 1.815 3.166
C -2.787 3.004 2.224
C -2.504 2.338 4.601
C -1.270 1.084 2.768
C -1.153 0.545 1.516
C 0.003 -0.173 1.181
N 0.302 -0.710 -0.061
C 0.358 -0.064 -1.232
C -0.433 1.057 -1.614
C -0.300 1.569 -2.861
C 0.699 1.003 -3.741
C 1.553 0.001 -3.407
C 1.395 -0.560 -2.086
O 2.176 -1.419 -1.570
C 2.673 -0.487 -4.317
C 4.019 -0.087 -3.687
C 2.584 0.147 -5.706
C 2.613 -2.014 -4.490
C -1.170 2.747 -3.307
C -1.102 2.976 -4.819
C -0.679 4.012 -2.589
C -2.636 2.487 -2.931
C 1.026 -0.455 2.122
O 1.950 -1.291 1.763
C 0.966 0.207 3.385
C -0.176 0.924 3.658
C 2.068 0.042 4.437
C 2.000 1.158 5.486
C 1.852 -1.315 5.126
C 3.473 0.081 3.815
H -4.651 1.309 3.418
H -3.551 -0.061 3.641
H -3.904 0.534 2.017
H -3.724 3.506 2.475
H -2.848 2.683 1.183
H -1.975 3.729 2.308
H -3.441 2.848 4.833
H -1.692 3.054 4.743
H -2.380 1.526 5.321
H -1.953 0.627 0.791
H -1.132 1.471 -0.904
H 0.780 1.423 -4.732
H 4.035 0.982 -3.459
H 4.831 -0.298 -4.385
H 4.201 -0.638 -2.766
H 2.721 1.231 -5.671
H 1.629 -0.072 -6.189
H 3.377 -0.263 -6.332
H 2.779 -2.535 -3.551
H 3.382 -2.328 -5.198
H 1.641 -2.321 -4.883
H -0.114 3.312 -5.139
H -1.817 3.751 -5.099
H -1.358 2.071 -5.373
H 0.362 4.224 -2.844
H -0.745 3.897 -1.506
H -1.286 4.873 -2.880
H -2.979 1.535 -3.339
H -3.268 3.282 -3.333
H -2.782 2.466 -1.850
H -0.246 1.388 4.630
H 1.170 1.022 6.183
H 1.906 2.141 5.019
H 2.919 1.152 6.073
H 0.872 -1.346 5.608
H 2.618 -1.481 5.887
H 1.902 -2.128 4.400
H 3.643 1.032 3.304
H 3.623 -0.722 3.102
H 4.215 -0.016 4.610
S 0.399 -3.630 -1.563
C -0.775 -4.588 -0.699
C -1.770 -5.292 -1.390
C -2.670 -6.078 -0.703
C -2.583 -6.194 0.688
C -1.609 -5.503 1.376
C -0.708 -4.683 0.686
S 0.535 -3.813 1.557
H -1.822 -5.202 -2.468
H -3.448 -6.602 -1.242
H -3.281 -6.821 1.227
H -1.537 -5.573 2.454

Atoms 1-2, force components in eV/Å:
-0.22 -0.30 -0.20
0.02 0.02 0.01


Number 1 is which compound?
C34H44Cl30O4